Entry 1:
C24H33N3O6S in the gas phase, computed with ωB97M-V/def2-TZVPD.

- calculated total energy (eV) = -53013.3630
- structure (SMILES) = CCOc1cc(C(=O)Nc2ccccc2N2CCN(S(C)(=O)=O)CC2)cc(OCC)c1OCC
- HOMO energy (eV) = -7.90
- ΔE to the lowest compared entry with this formula, charge and spin (kcal/mol) = 50.9
- gap between HOMO and LUMO (eV) = 8.39

CARTESIAN COORDINATES (ANGSTROEM)
C1 -3.6223 -2.3718 3.4254
C2 -3.3876 -0.9857 2.8472
O1 -2.1904 -1.0330 2.0762
C3 -1.8640 0.1110 1.3822
C4 -0.6303 0.6922 1.6313
C5 -0.1964 1.7413 0.8382
C6 1.2110 2.2436 0.8760
O2 1.5114 3.4206 0.8439
N1 2.0993 1.2123 0.8445
C7 3.4885 1.2840 0.7491
C8 4.2142 2.3333 1.2990
C9 5.5971 2.3226 1.2608
C10 6.2682 1.2595 0.6843
C11 5.5539 0.2242 0.1046
C12 4.1655 0.2290 0.1091
N2 3.3970 -0.7865 -0.5087
C13 2.8312 -0.4151 -1.7962
C14 2.0548 -1.6121 -2.3720
N3 1.6039 -2.4965 -1.3153
S1 0.4483 -1.7714 -0.3160
C15 -0.7658 -3.0860 -0.1121
O3 1.0067 -1.4910 0.9773
O4 -0.1596 -0.7016 -1.0496
C16 2.7130 -3.0927 -0.5910
C17 3.9188 -2.1326 -0.5208
C18 -1.0478 2.3010 -0.1040
C19 -2.3008 1.7567 -0.3397
O5 -3.1945 2.2262 -1.2598
C20 -2.9058 3.4135 -1.9715
C21 -3.0874 4.6697 -1.1248
C22 -2.6891 0.6052 0.3673
O6 -3.8544 -0.0711 0.1013
C23 -4.1174 -0.3838 -1.2607
C24 -4.8766 -1.7030 -1.2966
H1 -4.4971 -2.3590 4.0694
H2 -3.7815 -3.0894 2.6247
H3 -2.7567 -2.6832 4.0040
H4 -3.2654 -0.2510 3.6560
H5 -4.2313 -0.6807 2.2204
H6 -0.0068 0.2695 2.4017
H7 1.7217 0.2685 0.8036
H8 3.6822 3.1486 1.7606
H9 6.1504 3.1409 1.6962
H10 7.3478 1.2395 0.6678
H11 6.0841 -0.5883 -0.3708
H12 3.6191 -0.1091 -2.5078
H13 2.1534 0.4279 -1.6460
H14 1.1724 -1.2662 -2.9075
H15 2.6765 -2.2031 -3.0494
H16 -1.2232 -3.2710 -1.0740
H17 -1.4881 -2.7149 0.6083
H18 -0.2636 -3.9661 0.2653
H19 2.3529 -3.3103 0.4138
H20 2.9916 -4.0285 -1.0865
H21 4.5899 -2.3144 -1.3780
H22 4.4749 -2.3082 0.4003
H23 -0.6834 3.1437 -0.6690
H24 -3.6296 3.4128 -2.7924
H25 -1.8980 3.3723 -2.4010
H26 -2.3871 4.6831 -0.2940
H27 -4.0977 4.7005 -0.7243
H28 -2.9233 5.5508 -1.7393
H29 -3.1711 -0.4687 -1.8070
H30 -4.7165 0.4141 -1.7148
H31 -5.1115 -1.9667 -2.3242
H32 -4.2764 -2.4932 -0.8522
H33 -5.8012 -1.6123 -0.7327

---

Entry 2:
H4N4O2 in the gas phase, computed with ωB97M-V/def2-TZVPD.

- calculated total energy (eV) = -10114.7548
- structure (SMILES) = NN(N)[N+](=O)[O-]
- HOMO energy (eV) = -9.76
- ΔE to the lowest compared entry with this formula, charge and spin (kcal/mol) = 16.4
- gap between HOMO and LUMO (eV) = 10.15

CARTESIAN COORDINATES (ANGSTROEM)
N1 0.8925 1.1235 -0.4389
N2 0.2965 -0.1830 -0.5853
N3 0.7865 -1.0930 0.2830
N4 -1.2618 -0.0273 -0.0974
O1 -1.5367 0.9939 0.5361
O2 -1.8727 -1.0184 -0.4035
H1 0.9477 1.3203 0.5275
H2 0.3762 1.7942 -0.9710
H3 0.5182 -0.9204 1.2931
H4 0.8536 -1.9898 -0.1434

---

Entry 3:
C5H13NO in the gas phase, computed with ωB97M-V/def2-TZVPD.

- calculated total energy (eV) = -8932.7870
- structure (SMILES) = CN[C@@H](C)[C@H](C)O
- HOMO energy (eV) = -8.46
- ΔE to the lowest compared entry with this formula, charge and spin (kcal/mol) = 28.2
- gap between HOMO and LUMO (eV) = 9.34

CARTESIAN COORDINATES (ANGSTROEM)
C1 -1.4199 0.7251 1.7299
N1 -0.5336 -0.1544 1.0417
C2 -0.4477 -0.0356 -0.4297
C3 -0.5129 1.4467 -0.8990
C4 0.9150 -0.6092 -0.8059
C5 1.0372 -2.0974 -0.4121
O1 2.0195 0.0681 -0.2263
H1 -2.3927 0.8198 1.2511
H2 -1.0387 1.7405 1.8346
H3 -1.6220 0.3831 2.7163
H4 0.4107 -0.1151 1.3964
H5 -1.3240 -0.5579 -0.8127
H6 0.3100 1.9713 -0.4047
H7 -0.3445 1.5027 -1.9746
H8 -1.3899 1.9412 -0.4953
H9 1.0468 -0.5751 -1.8945
H10 0.0848 -2.5819 -0.2013
H11 1.6846 -2.1811 0.4588
H12 1.4450 -2.6445 -1.2553
H13 2.0721 0.9537 -0.6174

---

Entry 4:
A molecular structure, C7H12N3Sr, computed with ωB97M-V/def2-TZVPD.

- calculated total energy (eV) = -12755.0542
- HOMO energy (alpha / beta) (eV) = -1.55 / -1.77
- net charge = -1
- ΔE to the lowest compared entry with this formula, charge and spin (kcal/mol) = 30.5
- gap between HOMO and LUMO (alpha / beta) (eV) = 3.82 / 4.30

CARTESIAN COORDINATES (ANGSTROEM)
C1 -1.4723 1.8105 -3.4957
Sr1 -0.7935 1.0105 -1.4440
N1 0.4094 -0.9963 -2.5708
H1 -1.7304 2.6738 -0.0077
H2 -0.4473 2.2895 -2.6957
H3 -2.1176 2.6829 -3.6311
H4 -2.1062 0.9402 -3.2113
H5 -0.9801 1.5916 -4.4472
H6 0.1340 -1.8799 -2.1314
H7 1.4257 -0.9319 -2.4614
H8 0.2317 -1.0985 -3.5742
N2 1.7247 -1.7430 5.5713
C2 1.3559 -1.3792 4.5180
C3 0.8977 -0.9347 3.2221
C4 0.2902 -1.8325 2.3417
C5 -0.1468 -1.3739 1.1022
N3 0.0081 -0.0810 0.7354
C6 0.5801 0.7994 1.5886
C7 1.0524 0.4031 2.8409
H9 0.1546 -2.8801 2.6144
H10 -0.6377 -2.0354 0.3794
H11 0.6425 1.8413 1.2534
H12 1.5249 1.1236 3.5029

---

Entry 5:
2 unconnected molecules or ions with the total composition C2H5BrSi, computed with ωB97M-V/def2-TZVPD.

- calculated total energy (eV) = -80070.6448
- HOMO energy (alpha / beta) (eV) = -8.97 / -8.94
- ΔE to the lowest compared entry with this formula, charge and spin (kcal/mol) = 105.1
- gap between HOMO and LUMO (alpha / beta) (eV) = 6.80 / 6.64

CARTESIAN COORDINATES (ANGSTROEM)
C1 -0.4653 0.0657 -0.2840
C2 -1.0433 -0.5495 0.6223
Si1 1.4772 0.3624 -0.1569
Br1 -3.9091 -0.8691 -0.2771
H1 -0.7857 0.1322 -1.3086
H2 -0.9813 -0.6708 1.7262
H3 2.0858 -0.6339 -1.1425
H4 1.8712 0.3104 1.4165
H5 1.7505 1.8526 -0.5958

---

Entry 6:
A molecular structure, C33H28ClN3OS2W, computed with ωB97M-V/def2-TZVPD.

- calculated total energy (eV) = -77200.0305
- HOMO energy (alpha / beta) (eV) = -13.56 / -13.77
- net charge = +2
- ΔE to the lowest compared entry with this formula, charge and spin (kcal/mol) = 0.0
- expectation value of S² = 2.019
- gap between HOMO and LUMO (alpha / beta) (eV) = 6.59 / 6.63
- spin multiplicity = 3

CARTESIAN COORDINATES (ANGSTROEM)
W1 0.2409 -0.4671 -0.0732
C1 1.2217 -0.5733 4.7700
C2 0.5557 -0.0526 3.4854
C3 -0.8957 0.3004 3.7796
C4 0.7342 -1.1403 2.4392
C5 -0.2896 -2.0694 2.1903
C6 0.0267 -3.3766 1.8046
C7 1.3334 -3.7588 1.5251
C8 1.6831 -5.1644 1.1416
C9 2.3114 -2.7629 1.5550
C10 2.0193 -1.4694 1.9741
H1 1.0945 0.1576 5.5684
H2 2.2890 -0.7483 4.6410
H3 0.7605 -1.5060 5.0990
H4 1.1039 0.8299 3.1599
H5 -1.3950 -0.5068 4.3181
H6 -1.4896 0.5208 2.8897
H7 -0.9352 1.1775 4.4246
H8 -1.2998 -1.8420 2.5096
H9 -0.7701 -4.1103 1.7564
H10 1.9382 -5.2254 0.0806
H11 0.8602 -5.8497 1.3389
H12 2.5506 -5.5141 1.7003
H13 3.3298 -3.0004 1.2729
H14 2.8252 -0.7512 2.0896
Cl1 -2.9227 5.9451 2.0130
C11 -1.9968 4.5309 1.6909
C12 -0.8126 4.3064 2.4008
C13 -0.0470 3.1790 2.1776
C14 -0.4729 2.2506 1.2271
O1 0.2251 1.1305 1.0303
C15 -1.6341 2.4893 0.4804
C16 -1.9816 1.6519 -0.6184
N1 -1.3413 0.5955 -1.0389
C17 -1.8304 -0.0066 -2.2383
C18 -2.3921 0.6597 -3.2946
C19 -2.8944 -0.0853 -4.3845
C20 -2.8168 -1.4505 -4.3950
C21 -2.2009 -2.1427 -3.3246
C22 -2.0732 -3.5471 -3.2627
C23 -1.4468 -4.1076 -2.1841
C24 -0.9100 -3.2774 -1.1907
N2 -1.0167 -1.9570 -1.1967
C25 -1.6838 -1.3984 -2.2537
C26 -2.4088 3.6389 0.7286
H15 -0.4998 5.0334 3.1381
H16 0.8692 3.0146 2.7243
H17 -2.8612 1.9448 -1.1848
H18 -2.4399 1.7396 -3.3161
H19 -3.3453 0.4403 -5.2142
H20 -3.2105 -2.0175 -5.2276
H21 -2.4637 -4.1611 -4.0639
H22 -1.3225 -5.1758 -2.0858
H23 -0.3443 -3.7143 -0.3859
H24 -3.3087 3.8227 0.1579
S1 1.8647 -1.8911 -1.4013
C27 2.2605 -0.3190 -1.9333
N3 1.4663 0.6033 -1.4119
C28 1.7988 1.8967 -1.8517
C29 1.1737 3.1020 -1.5578
C30 1.6775 4.2584 -2.1253
C31 2.7837 4.2310 -2.9751
C32 3.4082 3.0375 -3.2805
C33 2.9033 1.8752 -2.7115
S2 3.5040 0.2524 -2.9455
H25 0.3169 3.1567 -0.9066
H26 1.2051 5.2060 -1.9066
H27 3.1554 5.1526 -3.4004
H28 4.2629 3.0094 -3.9415

---

Entry 7:
A molecular structure, C29H33CaN12OPS2, computed with ωB97M-V/def2-TZVPD.

- calculated total energy (eV) = -99931.8523
- HOMO energy (alpha / beta) (eV) = -6.88 / -6.88
- ΔE to the lowest compared entry with this formula, charge and spin (kcal/mol) = 3.0
- gap between HOMO and LUMO (alpha / beta) (eV) = 6.54 / 6.42

CARTESIAN COORDINATES (ANGSTROEM)
Ca1 0.0259 0.4470 0.5143
O1 -1.1376 1.3113 -3.4969
C1 -1.0908 1.1863 -2.2619
N1 -0.5919 0.1495 -1.5975
C2 0.1154 -0.8276 -2.3962
C3 1.0366 -1.7475 -1.6183
C4 2.1702 -2.3196 -2.1858
C5 2.9135 -3.2920 -1.5465
C6 2.3519 -3.9989 -0.3691
C7 1.2674 -3.7870 1.4473
N2 0.7918 -2.0965 -0.2337
C8 -1.6440 2.3597 -1.4249
C9 -2.2565 3.3551 -2.0746
C10 -2.7574 4.5423 -1.3822
C11 -2.7208 4.6372 -0.0559
C12 -2.1868 3.5165 0.7659
N3 -1.5956 2.3633 0.0097
H1 0.7256 -0.3376 -3.1660
H2 -0.5835 -1.4624 -2.9694
H3 2.4818 -1.9718 -3.1647
H4 3.8367 -3.6424 -1.9901
H5 2.3852 -5.0828 -0.5156
H6 0.7390 -3.4799 2.3421
H7 -2.3454 3.2663 -3.1485
H8 -3.1408 5.3629 -1.9760
H9 -3.0409 5.5273 0.4711
H10 -2.9134 3.1801 1.5127
C13 2.5473 2.4035 4.5199
N4 1.5203 1.4642 4.1095
C14 0.2452 1.4712 4.5986
C15 -0.4554 0.5660 3.8594
N5 0.3630 0.0238 2.9094
C16 1.5533 0.5827 3.0709
P1 3.1016 0.2431 2.1263
C17 2.6183 -1.3550 1.2604
N6 1.5592 -1.2101 0.5624
C18 0.9297 -3.5449 0.0140
C19 2.7465 -3.7636 1.1532
N7 3.3443 -2.4862 1.5022
C20 4.6627 -2.4706 2.1151
C21 2.9624 1.4207 0.7274
N8 2.2119 1.3062 -0.3534
C22 2.4416 2.4137 -1.1109
C23 3.3518 3.2128 -0.4852
N9 3.6891 2.5764 0.6772
C24 4.5728 3.1335 1.6843
H11 2.5156 2.5184 5.6012
H12 2.3625 3.3666 4.0419
H13 3.5246 2.0177 4.2382
H14 -0.0484 2.1349 5.3926
H15 -1.4920 0.2806 3.9264
H16 0.0711 -4.0310 -0.4478
H17 3.3691 -4.5482 1.5829
H18 5.2539 -3.2801 1.6884
H19 4.6205 -2.6027 3.1997
H20 5.1777 -1.5387 1.8972
H21 1.9248 2.5748 -2.0429
H22 3.7748 4.1669 -0.7476
H23 5.3883 3.6570 1.1901
H24 4.9897 2.3312 2.2888
H25 4.0310 3.8322 2.3206
S1 -0.1244 4.6082 2.5820
C25 -0.7974 3.6737 1.3710
N10 -0.2874 2.7046 0.6446
C26 -3.2807 -1.6327 -1.9807
N11 -3.8993 -0.6148 -1.1670
C27 -4.7596 0.3933 -1.7752
C28 -5.1171 1.3159 -0.5947
N12 -4.3349 0.7349 0.4848
C29 -3.6197 -0.3406 0.1133
S2 -2.5904 -1.1981 1.1349
H26 -2.6978 -1.1723 -2.7815
H27 -4.0512 -2.2726 -2.4177
H28 -2.6248 -2.2266 -1.3493
H29 -5.6395 -0.0755 -2.2201
H30 -4.2111 0.9216 -2.5578
H31 -6.1834 1.2883 -0.3646
H32 -4.8249 2.3486 -0.7874
H33 -4.2662 1.0942 1.4177

---

Entry 8:
2 unconnected molecules or ions with the total composition C5H11N2O, computed with ωB97M-V/def2-TZVPD.

- calculated total energy (eV) = -10385.0941
- HOMO energy (eV) = -13.94
- net charge = +1
- ΔE to the lowest compared entry with this formula, charge and spin (kcal/mol) = 11.8
- gap between HOMO and LUMO (eV) = 10.91

CARTESIAN COORDINATES (ANGSTROEM)
C1 2.6357 1.2651 -0.4739
C2 1.3267 1.2407 -1.1922
C3 0.2603 0.3240 -0.6743
C4 -0.7017 0.4712 0.2519
N1 -1.4090 -0.6966 0.3784
C5 -0.7713 -1.6252 -0.3411
N2 0.1601 -1.0330 -1.0792
H1 3.0292 0.2745 -0.2560
H2 3.3363 1.9305 -1.0008
H3 2.5735 1.7305 0.5024
H4 1.3705 1.0491 -2.2800
H5 0.7908 2.2041 -1.2242
H6 -1.1263 1.4258 0.5032
H7 -2.2945 -0.8079 0.9319
H8 -1.1119 -2.6444 -0.4703
H9 0.7228 -1.4147 -1.8227
H10 -3.4358 -0.6905 3.0979
H11 -2.3060 -1.7634 2.7446
O1 -3.0493 -1.2397 2.4042

---

Entry 9:
A gas-phase ion, C3H9NS (charge +1), computed with ωB97M-V/def2-TZVPD.

- calculated total energy (eV) = -15572.6679
- HOMO energy (alpha / beta) (eV) = -14.39 / -14.11
- net charge = +1
- ΔE to the lowest compared entry with this formula, charge and spin (kcal/mol) = 21.9
- expectation value of S² = 0.754
- gap between HOMO and LUMO (alpha / beta) (eV) = 10.44 / 4.86
- spin multiplicity = 2

CARTESIAN COORDINATES (ANGSTROEM)
C1 -0.1843 0.4421 -1.6151
C2 0.0769 0.3467 -0.1033
C3 -0.8530 -0.6653 0.5033
S1 -1.2095 -0.4585 2.3121
N1 1.4804 0.0397 0.1474
H1 -1.0658 0.9828 -1.9569
H2 0.6995 0.9474 -2.0164
H3 -0.1424 -0.5086 -2.1594
H4 -0.2746 1.3362 0.2227
H5 -0.3173 -1.6344 0.5252
H6 -1.7902 -0.7873 -0.0394
H7 0.0300 -0.2476 2.8052
H8 2.0876 0.7997 0.4315
H9 1.4627 -0.5929 0.9431

---

Entry 10:
A molecular structure, C24H35LaNOP2Si, computed with ωB97M-V/def2-TZVPD.

- calculated total energy (eV) = -56300.3745
- HOMO energy (alpha / beta) (eV) = -8.64 / -8.51
- net charge = +1
- gap between HOMO and LUMO (alpha / beta) (eV) = 5.21 / 5.14

CARTESIAN COORDINATES (ANGSTROEM)
C1 1.2391 -2.6792 3.6387
C2 1.8152 -1.9677 2.5938
C3 1.7466 -2.5467 1.2835
C4 0.7986 -3.6100 1.0067
C5 0.0193 -4.0858 2.0898
C6 0.3026 -3.6973 3.3866
C7 0.6734 -4.0016 -0.3328
C8 1.0767 -3.1181 -1.3474
C9 2.0211 -2.0908 -0.9720
C10 2.3853 -1.0563 -1.8870
C11 2.0578 -1.2438 -3.2231
C12 1.1155 -2.2179 -3.6132
C13 0.5694 -3.0845 -2.6765
H1 1.5251 -2.4300 4.6595
H2 -0.7812 -4.7936 1.8816
H3 -0.1877 -4.1728 4.2332
H4 0.1319 -4.9125 -0.5899
H5 2.5441 -0.6259 -3.9795
H6 0.8251 -2.2856 -4.6709
H7 -0.2293 -3.7803 -2.9557
N1 2.4733 -2.0024 0.2902
La1 -1.5517 0.9425 1.3009
C14 2.3960 -0.5622 2.7516
H8 3.1934 -0.4075 2.0027
H9 2.7952 -0.4081 3.7718
C15 2.9979 0.2033 -1.3373
H10 3.6252 -0.0293 -0.4697
H11 3.5776 0.7428 -2.0961
P1 1.0977 0.7375 2.3961
P2 1.6207 1.3325 -0.6841
C16 1.0422 1.9714 -2.3030
H12 0.2800 2.7444 -2.1440
H13 1.8909 2.4074 -2.8492
H14 0.6041 1.1627 -2.9000
C17 2.7400 2.7187 -0.2565
H15 3.1950 3.1034 -1.1783
H16 2.1670 3.5176 0.2244
H17 3.5261 2.3711 0.4240
C18 -0.1301 0.4060 3.7467
H18 0.4226 0.5329 4.6852
H19 -0.9731 1.1395 3.7723
H20 -0.5171 -0.6236 3.7132
C19 1.9704 2.1939 3.0648
H21 1.4267 3.1130 2.8179
H22 2.0388 2.0835 4.1552
H23 2.9762 2.2466 2.6286
C20 -0.5565 3.0215 0.9887
O1 -0.1994 4.1011 0.7065
H24 -1.7392 0.3807 -0.6946
C21 -4.2213 1.8763 0.1574
Si1 -3.8671 1.1442 -1.5865
C22 -5.4428 0.6428 -2.4619
C23 -2.7754 2.3094 -2.5859
C24 -2.6163 -0.2143 -1.1460
H25 -5.2139 2.3538 0.1061
H26 -3.5055 2.6777 0.4705
H27 -4.2944 1.0618 0.9223
H28 -6.1598 1.4430 -2.6980
H29 -5.1944 0.1617 -3.4152
H30 -5.9968 -0.1031 -1.8789
H31 -2.1535 2.9659 -1.9600
H32 -2.1006 1.7007 -3.2040
H33 -3.3660 2.9476 -3.2564
H34 -3.0034 -1.0219 -0.5041
H35 -2.1275 -0.6857 -2.0126

---

Entry 11:
A gas-phase ion, C4H7N2 (charge +1), computed with ωB97M-V/def2-TZVPD.

- calculated total energy (eV) = -7235.5608
- structure (SMILES) = Cc1c[nH]c[nH+]1
- HOMO energy (eV) = -14.44
- net charge = +1
- ΔE to the lowest compared entry with this formula, charge and spin (kcal/mol) = 4.1
- gap between HOMO and LUMO (eV) = 11.07

CARTESIAN COORDINATES (ANGSTROEM)
C1 -0.7888 -1.4058 1.0562
C2 -0.3271 -0.2895 0.1778
C3 -0.5981 1.0386 0.1919
N1 0.3259 1.6464 -0.6468
C4 1.1369 0.7416 -1.1474
N2 0.7840 -0.4416 -0.6330
H1 -0.9848 -1.0637 2.0573
H2 -1.7375 -1.8602 0.7792
H3 0.0159 -2.1319 1.1090
H4 -1.3088 1.6015 0.7691
H5 0.2836 2.5976 -0.9889
H6 2.0047 0.8665 -1.7482
H7 1.1942 -1.2994 -0.9763

---

Entry 12:
2 unconnected molecules or ions with the total composition C3H11N2, computed with ωB97M-V/def2-TZVPD.

- calculated total energy (eV) = -6257.6898
- HOMO energy (eV) = -13.50
- net charge = +1
- ΔE to the lowest compared entry with this formula, charge and spin (kcal/mol) = 135.9
- gap between HOMO and LUMO (eV) = 5.49

CARTESIAN COORDINATES (ANGSTROEM)
C1 -2.8086 0.6837 -0.1128
C2 0.5592 -0.4592 0.8491
C3 1.4221 -0.2868 -0.3553
N1 2.8611 -0.1222 0.0450
N2 -1.4463 0.4393 -0.6025
H1 -3.3320 -0.2538 -0.2935
H2 -2.7105 0.8657 0.9871
H3 0.5698 -1.4546 1.3008
H4 0.6515 0.4232 1.4484
H5 1.4207 -1.0809 -1.0928
H6 1.2796 0.6711 -0.8925
H7 3.1830 -0.4992 0.9297
H8 3.5410 -0.2665 -0.6781
H9 -0.5852 0.1176 0.1277
H10 -1.3419 -0.3854 -1.1991
H11 -3.2638 1.6081 -0.4610